Molecular formula: C3H28O11
Method: DFT, ωB97M-V with the def2-TZVPD basis set

Output
electronic energy	-26077.0530	eV
spin multiplicity	2
gap between HOMO and LUMO (alpha / beta)	10.4 / 3.0	eV
maximum force	2.08	eV/A
total charge	+1
HOMO level (alpha / beta)	-13.088 / -13.030	eV

Atoms and positions in Å:
C 0.230 3.134 1.757
O 1.565 2.701 1.555
H 0.175 4.107 1.268
H -0.460 2.454 1.258
H -0.003 3.226 2.818
H 1.623 1.808 1.901
C 2.379 2.248 -1.920
O 2.305 0.983 -1.252
H 1.960 2.232 -2.926
H 1.730 2.975 -1.431
H 3.371 2.693 -2.006
H 2.626 1.133 -0.360
C -2.011 2.585 -1.511
O -2.537 1.380 -2.065
H -0.929 2.655 -1.398
H -2.109 3.282 -2.343
H -2.558 2.947 -0.641
H -1.803 0.764 -2.119
O -2.145 -3.094 -0.106
H -2.461 -2.357 0.416
H -2.151 -3.836 0.499
O 1.234 -2.496 -2.871
H 1.239 -1.738 -2.286
H 1.184 -3.251 -2.284
O 0.285 -4.175 -0.792
H -0.582 -3.839 -0.564
H 0.298 -5.066 -0.442
O -0.665 -1.593 2.696
H -0.130 -2.375 2.826
H -1.430 -1.729 3.254
O 1.788 -2.030 0.328
H 1.440 -2.902 0.140
H 2.572 -1.962 -0.218
O 1.949 0.056 2.296
H 1.486 -0.526 2.898
H 1.747 -0.289 1.426
O -3.772 -0.082 1.041
H -4.388 0.607 0.794
H -2.909 0.318 0.936
O -0.408 -0.200 -0.284
H -0.150 -1.002 0.170
H 0.416 0.254 -0.459

Forces on atoms 1 to 2 (eV/Å):
1.4354 1.1166 -1.0002
-1.2737 1.1604 -0.3331

Here are the natural (NBO) charges for atoms 1 to 5, given in e: number 1, C, carries -0.291; number 2, O, carries -0.411; number 3, H, carries 0.215; number 4, H, carries 0.237; number 5, H, carries 0.257

Molecular formula: C20H6ClF15GeO5PtS2
Method: DFT, ωB97M-V with the def2-TZVPD basis set

Output
electronic energy	-165779.5295	eV
spin multiplicity	3
gap between HOMO and LUMO (alpha / beta)	8.4 / 7.1	eV
energy above the lowest of the compared OMol25 structures with the same formula, charge and spin	0.00	kJ/mol
maximum force	3.11	eV/A
HOMO level (alpha / beta)	-8.478 / -9.755	eV

Atoms and positions in Å:
Pt 1.384 -1.255 -1.331
O 1.509 -3.555 -0.372
Cl 1.722 -4.079 -1.771
O 0.799 -5.119 -2.137
O 3.069 -4.401 -2.054
O 1.380 -2.837 -2.655
F -0.685 -0.412 3.799
C 0.108 0.697 3.901
C 0.351 1.437 2.771
C 0.966 2.690 2.907
F 1.278 3.423 1.814
C 1.258 3.170 4.179
F 1.738 4.406 4.394
C 1.058 2.359 5.297
F 1.357 2.787 6.522
C 0.541 1.084 5.162
F 0.338 0.360 6.258
Ge -0.216 0.682 0.935
S 1.613 0.752 -0.273
C -1.130 -1.137 1.031
C -2.435 -1.302 0.560
F -3.044 -0.261 -0.015
C -3.214 -2.423 0.832
F -4.515 -2.464 0.568
C -2.621 -3.488 1.438
F -3.320 -4.598 1.722
C -1.298 -3.423 1.831
F -0.700 -4.482 2.382
C -0.573 -2.262 1.636
F 0.712 -2.263 2.074
C -1.497 2.084 0.136
C -1.491 2.512 -1.177
F -0.715 1.908 -2.100
C -2.366 3.494 -1.656
F -2.477 3.819 -2.933
C -3.256 4.040 -0.762
F -4.107 5.007 -1.166
C -3.304 3.621 0.568
F -4.208 4.191 1.378
C -2.444 2.631 0.992
F -2.564 2.185 2.253
C 3.979 0.048 -4.634
S 3.212 -1.292 -3.732
C 2.391 -2.082 -5.085
O 2.234 -0.333 -2.994
H 4.751 -0.424 -5.249
H 4.433 0.695 -3.878
H 3.257 0.626 -5.210
H 3.113 -2.177 -5.887
H 1.532 -1.569 -5.496
H 2.098 -3.070 -4.773

Forces on atoms 1 to 2 (eV/Å):
-0.2004 2.0320 2.3435
0.4715 -1.1987 -2.2924

Here are the natural (NBO) charges for atoms 1 to 5, given in e: number 1, Pt, carries 0.870; number 2, O, carries -0.805; number 3, Cl, carries 2.463; number 4, O, carries -0.746; number 5, O, carries -0.763

Molecular formula: C19H33ClIO8S2
Method: DFT, ωB97M-V with the def2-TZVPD basis set

Output
electronic energy	-78908.8819	eV
gap between HOMO and LUMO	4.9	eV
maximum force	3.85	eV/A
total charge	-1
HOMO level	-2.704	eV

Atoms and positions in Å:
C 3.966 0.170 -1.651
C 3.860 -1.009 -1.091
C 2.999 -1.190 0.131
O 2.967 -0.379 0.975
O 2.243 -2.310 0.232
C 1.410 -2.476 -0.950
C 0.035 -3.054 -0.560
C -1.040 -1.966 -0.342
C -0.621 -0.845 0.615
C -1.463 0.447 0.509
C -1.359 1.127 -0.881
C -2.299 2.382 -0.945
C -3.414 2.074 -1.960
C -4.629 1.269 -1.420
C -4.454 -0.265 -1.348
C -5.526 -0.909 -0.432
S -5.187 -0.928 1.338
O -4.012 -1.669 1.667
O -6.348 -1.519 1.933
Cl -5.018 0.959 2.102
C -1.424 3.535 -1.389
I -1.274 3.857 -3.602
C -1.874 4.848 -0.675
C -1.501 4.686 0.826
H 3.724 1.050 -1.060
H 4.288 0.234 -2.687
H 4.408 -1.882 -1.449
H 1.211 -1.509 -1.433
H 1.909 -3.119 -1.688
H -0.246 -3.733 -1.378
H 0.136 -3.690 0.330
H -1.919 -2.471 0.084
H -1.338 -1.609 -1.336
H -0.726 -1.226 1.644
H 0.430 -0.551 0.514
H -1.129 1.131 1.299
H -2.527 0.275 0.691
H -1.660 0.416 -1.676
H -0.292 1.363 -1.046
H -3.830 3.033 -2.308
H -2.994 1.562 -2.853
H -4.940 1.733 -0.478
H -5.456 1.443 -2.133
H -4.645 -0.649 -2.359
H -3.457 -0.598 -1.051
H -5.593 -1.970 -0.704
H -6.518 -0.474 -0.584
H -0.392 3.377 -1.059
H -1.222 5.637 -1.085
H -2.937 5.045 -0.817
H -0.988 5.583 1.210
H -2.381 4.489 1.445
H -0.790 3.864 0.960
C 6.619 -1.018 2.682
C 5.706 -2.035 2.034
O 6.558 -3.152 1.739
S 7.705 -3.255 2.858
O 7.315 -4.214 3.827
O 8.962 -3.311 2.206
O 7.512 -1.792 3.496
H 7.213 -0.485 1.936
H 6.074 -0.301 3.290
H 5.243 -1.657 1.130
H 4.932 -2.371 2.727

Forces on atoms 1 to 2 (eV/Å):
0.1760 0.7737 -0.3391
-0.0462 -1.7369 0.6609

Here are the natural (NBO) charges for atoms 1 to 5, given in e: number 1, C, carries -0.309; number 2, C, carries -0.351; number 3, C, carries 0.772; number 4, O, carries -0.555; number 5, O, carries -0.532

Molecular formula: C3H2N2O2
Method: DFT, ωB97M-V with the def2-TZVPD basis set

Output
electronic energy	-10213.6096	eV
gap between HOMO and LUMO	9.8	eV
energy above the lowest of the compared OMol25 structures with the same formula, charge and spin	441.86	kJ/mol
maximum force	5.50	eV/A
HOMO level	-11.053	eV

Atoms and positions in Å:
C 0.393 0.545 1.463
C -1.287 0.284 -0.525
C -0.082 0.130 0.215
N 0.815 0.801 2.480
N 1.010 -0.690 -0.480
O 2.066 -0.122 -0.450
O 0.704 -1.746 -1.002
H -1.577 -0.281 -1.404
H -2.041 1.077 -0.297

Forces on atoms 1 to 2 (eV/Å):
-1.0994 0.3484 -1.4348
2.4325 0.9350 2.6837

Here are the natural (NBO) charges for atoms 1 to 5, given in e: number 1, C, carries 0.207; number 2, C, carries -0.259; number 3, C, carries -0.053; number 4, N, carries -0.214; number 5, N, carries 0.532

Molecular formula: C4H9NO4
Method: DFT, ωB97M-V with the def2-TZVPD basis set

Output
electronic energy	-13971.7605	eV
gap between HOMO and LUMO	9.6	eV
energy above the lowest of the compared OMol25 structures with the same formula, charge and spin	327.71	kJ/mol
maximum force	4.17	eV/A
HOMO level	-8.904	eV

Atoms and positions in Å:
C 1.341 -1.522 0.321
C -0.413 -1.417 -0.214
O 2.404 -0.647 0.637
O -0.646 -1.818 -1.323
H 2.080 -0.060 1.348
H 1.133 -2.148 1.197
H 1.775 -2.194 -0.424
H -0.915 -1.791 0.693
C -2.090 1.336 0.036
N -0.905 0.706 -0.557
C 0.383 1.033 -0.023
O 1.261 1.221 -1.030
O 0.523 1.257 1.163
H 2.095 0.783 -0.773
H -0.908 0.762 -1.572
H -2.198 2.355 -0.336
H -2.981 0.782 -0.256
H -1.938 1.361 1.113

Forces on atoms 1 to 2 (eV/Å):
-0.9693 -1.2135 -0.2479
3.4371 -2.2712 -0.6699

Here are the natural (NBO) charges for atoms 1 to 5, given in e: number 1, C, carries -0.181; number 2, C, carries 0.412; number 3, O, carries -0.731; number 4, O, carries -0.573; number 5, H, carries 0.495

Question: The highest electronic energy belongs to which entry?
Answer: C3H2N2O2

Question: What is the electronic energy in the fifth record?
Answer: -13971.7605 eV

Question: The lowest electronic energy belongs to which entry?
Answer: C20H6ClF15GeO5PtS2

Please write out number 5 again, unchanged.
Molecular formula: C4H9NO4
Method: DFT, ωB97M-V with the def2-TZVPD basis set

Output
electronic energy	-13971.7605	eV
gap between HOMO and LUMO	9.6	eV
energy above the lowest of the compared OMol25 structures with the same formula, charge and spin	327.71	kJ/mol
maximum force	4.17	eV/A
HOMO level	-8.904	eV

Atoms and positions in Å:
C 1.341 -1.522 0.321
C -0.413 -1.417 -0.214
O 2.404 -0.647 0.637
O -0.646 -1.818 -1.323
H 2.080 -0.060 1.348
H 1.133 -2.148 1.197
H 1.775 -2.194 -0.424
H -0.915 -1.791 0.693
C -2.090 1.336 0.036
N -0.905 0.706 -0.557
C 0.383 1.033 -0.023
O 1.261 1.221 -1.030
O 0.523 1.257 1.163
H 2.095 0.783 -0.773
H -0.908 0.762 -1.572
H -2.198 2.355 -0.336
H -2.981 0.782 -0.256
H -1.938 1.361 1.113

Forces on atoms 1 to 2 (eV/Å):
-0.9693 -1.2135 -0.2479
3.4371 -2.2712 -0.6699

Here are the natural (NBO) charges for atoms 1 to 5, given in e: number 1, C, carries -0.181; number 2, C, carries 0.412; number 3, O, carries -0.731; number 4, O, carries -0.573; number 5, H, carries 0.495